#1
The following is a quantum chemistry calculation of 2 unconnected molecules or ions with the total composition C4H13NOS, from OMol25.

Last columns: bonded neighbours and bond lengths (Å).
Positions of all 20 atoms, in Å:
1 C 0.514 0.765 -2.889  C2 1.508, H7 1.093, H8 1.100, H9 1.083
2 C 0.927 1.211 -1.509  C1 1.508, N3 1.485, H10 1.101, H11 1.099
3 N 0.611 0.246 -0.426  C2 1.485, C4 1.487, H12 1.006
4 C -0.790 0.505 0.000  N3 1.487, C5 1.512, H13 1.104, H14 1.085
5 C -0.812 0.930 1.450  C4 1.512, S6 1.843, H15 1.082, H16 1.098
6 S -0.147 -0.284 2.667  C5 1.843, H17 1.334
7 H -0.564 0.762 -3.072  C1 1.093
8 H 0.897 1.546 -3.562  C1 1.100
9 H 0.976 -0.213 -2.925  C1 1.083
10 H 0.721 2.219 -1.117  C2 1.101
11 H 2.022 1.299 -1.519  C2 1.099
12 H 1.039 -0.646 -0.606  N3 1.006
13 H -1.509 -0.334 0.020  C4 1.104
14 H -1.144 1.278 -0.674  C4 1.085
15 H -0.389 1.882 1.742  C5 1.082
16 H -1.824 1.127 1.827  C5 1.098
17 H -1.357 -0.435 3.210  S6 1.334
18 O 0.094 -2.602 -1.476  H19 0.963, H20 0.945
19 H 0.030 -2.126 -2.311  O18 0.963
20 H -0.248 -2.004 -0.830  O18 0.945

Values from the calculation:
**Gap between HOMO and LUMO**: 9.7 eV
**Structure (SMILES)**: CCNCCS.O
**E_HOMO**: -8.872 eV

Löwdin atomic charge list, values in e, 5 entries: -0.0912, -0.3135, -0.0820, -0.2967, -0.5639



#2
The following is a quantum chemistry calculation of 2 unconnected molecules or ions with the total composition C4H13NOS, from OMol25.

Last columns: bonded neighbours and bond lengths (Å).
Positions of all 20 atoms, in Å:
1 N 2.092 0.543 0.991  C2 1.459, H7 1.002, H8 1.010
2 C 1.698 -0.784 0.527  N1 1.459, C3 1.530, H9 1.089, H10 1.099
3 C 0.350 -1.273 1.059  C2 1.530, C4 1.532, H11 1.091, H12 1.095
4 C -0.760 -0.219 1.004  C3 1.532, C5 1.503, H13 1.098, H14 1.086
5 C -1.229 0.127 -0.381  C4 1.503, S6 1.815, H15 1.100, H16 1.090
6 S -1.853 -1.185 -1.469  C5 1.815, H17 1.324
7 H 3.070 0.621 1.193  N1 1.002
8 H 1.548 0.925 1.751  N1 1.010
9 H 1.657 -0.895 -0.555  C2 1.089
10 H 2.460 -1.518 0.824  C2 1.099
11 H 0.058 -2.186 0.537  C3 1.091
12 H 0.506 -1.517 2.114  C3 1.095
13 H -0.396 0.712 1.458  C4 1.098
14 H -1.543 -0.534 1.687  C4 1.086
15 H -0.425 0.471 -1.048  C5 1.100
16 H -2.086 0.799 -0.336  C5 1.090
17 H -2.630 -1.924 -0.693  S6 1.324
18 O 1.281 3.318 -0.310  H19 0.974, H20 0.963
19 H 1.410 2.371 -0.119  O18 0.974
20 H 1.411 3.281 -1.263  O18 0.963

Values from the calculation:
**Gap between HOMO and LUMO**: 9.8 eV
**Structure (SMILES)**: NCCCCS.O
**E_HOMO**: -8.995 eV

Löwdin atomic charge list, values in e, 5 entries: 0.0027, -0.2841, -0.2192, -0.2769, -0.5624



#3
The following is a quantum chemistry calculation of 2 unconnected molecules or ions with the total composition C4H13NOS, from OMol25.

Last columns: bonded neighbours and bond lengths (Å).
Positions of all 20 atoms, in Å:
1 N 1.868 -1.092 1.356  C2 1.467, H5 1.011, H6 1.012
2 C 1.704 -0.182 0.218  N1 1.467, C3 1.528, H7 1.088, H8 1.092
3 C 1.166 -0.944 -0.993  C2 1.528, S4 1.812, H9 1.088, H10 1.087
4 S 0.452 0.234 -2.171  C3 1.812, H11 1.338
5 H 2.800 -1.485 1.374  N1 1.011
6 H 1.753 -0.591 2.228  N1 1.012
7 H 2.627 0.331 -0.046  C2 1.088
8 H 0.983 0.592 0.488  C2 1.092
9 H 1.943 -1.538 -1.470  C3 1.088
10 H 0.403 -1.629 -0.633  C3 1.087
11 H 0.494 -0.537 -3.264  S4 1.338
12 C -1.641 0.712 2.402  C13 1.512, H15 1.089, H16 1.085, H17 1.090
13 C -1.980 0.067 1.077  C12 1.512, O14 1.427, H18 1.097, H19 1.093
14 O -1.858 1.057 0.057  C13 1.427, H20 0.967
15 H -2.206 1.638 2.505  C12 1.089
16 H -1.865 0.066 3.245  C12 1.085
17 H -0.584 0.975 2.434  C12 1.090
18 H -3.002 -0.332 1.100  C13 1.097
19 H -1.312 -0.773 0.869  C13 1.093
20 H -1.647 0.605 -0.772  O14 0.967

Values from the calculation:
**Gap between HOMO and LUMO**: 10.1 eV
**Structure (SMILES)**: NCCS.CCO
**E_HOMO**: -9.288 eV

Löwdin atomic charge list, values in e, 5 entries: -0.0035, -0.3669, -0.5583, 0.7396, 0.0647



#4
The following is a quantum chemistry calculation of 2 unconnected molecules or ions with the total composition C4H13NOS, from OMol25.

Last columns: bonded neighbours and bond lengths (Å).
Positions of all 20 atoms, in Å:
1 C -0.605 -0.972 -1.820  C2 1.514, H7 1.089, H8 1.083, H9 1.097
2 C -0.687 -0.519 -0.378  C1 1.514, N3 1.473, H10 1.106, H11 1.081
3 N 0.474 -1.001 0.391  C2 1.473, C4 1.406, H12 1.000
4 C 0.308 -0.976 1.787  N3 1.406, C5 1.534, H13 1.083, H14 1.103
5 C 0.261 0.441 2.376  C4 1.534, S6 1.805, H15 1.099, H16 1.091
6 S 1.513 1.574 1.736  C5 1.805, H17 1.339
7 H -0.180 -0.220 -2.483  C1 1.089
8 H -0.193 -1.957 -2.005  C1 1.083
9 H -1.599 -1.016 -2.281  C1 1.097
10 H -1.547 -1.056 0.065  C2 1.106
11 H -0.901 0.537 -0.293  C2 1.081
12 H 0.972 -1.635 -0.201  N3 1.000
13 H 1.019 -1.605 2.308  C4 1.083
14 H -0.659 -1.447 2.032  C4 1.103
15 H -0.711 0.845 2.060  C5 1.099
16 H 0.242 0.408 3.467  C5 1.091
17 H 2.484 0.667 1.577  S6 1.339
18 O -0.322 2.398 -2.587  H19 0.964, H20 0.969
19 H 0.341 2.990 -2.215  O18 0.964
20 H -0.211 2.546 -3.538  O18 0.969

Values from the calculation:
**Gap between HOMO and LUMO**: 9.0 eV
**Structure (SMILES)**: CCNCCS.O
**E_HOMO**: -8.220 eV

Löwdin atomic charge list, values in e, 5 entries: -0.1010, -0.2741, -0.1141, -0.3416, -0.5677



Most stable of them? #2.